[1]
{
  "formula": "C19H42P2SiSn",
  "method": "ωB97M-V/def2-TZVPD",
  "species": ["P", "P", "C", "C", "H", "H", "H", "H", "C", "H", "H", "H", "C", "H", "H", "H", "C", "H", "H", "H", "C", "H", "H", "H", "Sn", "C", "C", "C", "C", "C", "C", "C", "C", "C", "H", "H", "H", "H", "H", "H", "H", "H", "H", "H", "H", "H", "H", "H", "H", "C", "Si", "C", "C", "C", "H", "H", "H", "H", "H", "H", "H", "H", "H", "H", "H"],
  "positions_angstrom": [[-0.95854, 1.93590, -0.94462], [0.79576, -1.04638, 1.22186], [-0.34557, 0.21291, -1.26662], [-0.39870, -0.92130, -0.19821], [0.63648, 0.24492, -1.77676], [-1.11467, -0.09063, -1.99055], [-1.43243, -1.07728, 0.15110], [-0.08717, -1.83135, -0.70072], [2.41904, -1.58849, 0.56435], [3.09024, -1.70592, 1.43375], [2.85728, -0.80333, -0.07635], [2.37220, -2.53871, 0.00469], [0.04992, -2.36973, 2.21548], [0.26291, -3.35626, 1.77617], [-1.03766, -2.22698, 2.27998], [0.46521, -2.31103, 3.22979], [-0.14879, 3.07209, -2.12726], [-0.27616, 4.10341, -1.75134], [-0.60354, 2.99727, -3.12734], [0.93625, 2.88490, -2.20659], [-2.74045, 1.96812, -1.13190], [-3.20630, 1.25600, -0.43440], [-3.05280, 1.73618, -2.15675], [-3.08650, 2.97834, -0.86005], [0.43666, 1.54558, 1.12082], [-0.54324, -2.93458, -2.46243], [0.77631, -2.67103, -2.54048], [1.48874, -2.43397, -3.83433], [0.76004, -1.49169, -4.82435], [-0.05052, -0.38236, -4.21369], [-1.37785, -0.47867, -3.97361], [-2.17517, -1.74865, -4.09878], [-1.45292, -3.04954, -3.64446], [1.05553, 3.59247, 1.35143], [-1.01870, -3.24780, -1.51841], [1.44122, -2.79216, -1.68664], [1.65125, -3.39482, -4.36386], [2.49372, -2.03877, -3.60048], [1.54216, -1.03149, -5.44529], [0.11462, -2.10013, -5.47621], [0.47288, 0.57201, -4.09788], [-1.98294, 0.41870, -3.80827], [-2.46360, -1.89043, -5.15212], [-3.10941, -1.62840, -3.52596], [-2.25020, -3.76206, -3.38518], [-0.90311, -3.44960, -4.50474], [0.76190, 3.94036, 2.35027], [0.56844, 4.19025, 0.56321], [2.14587, 3.60439, 1.22868], [1.86792, 0.22156, 4.39110], [0.34490, 1.34768, 4.58783], [-0.58976, 0.67364, 6.10557], [0.90852, 3.09321, 5.11468], [-0.76801, 1.31472, 3.00050], [2.55042, 0.44466, 5.22884], [2.44166, 0.36355, 3.46104], [1.61434, -0.84740, 4.47174], [0.04037, 0.69589, 7.01023], [-1.48490, 1.27108, 6.33328], [-0.90699, -0.37063, 5.97091], [1.49007, 3.65615, 4.37373], [0.04480, 3.71445, 5.40228], [1.53202, 3.00772, 6.01825], [-1.38145, 0.39129, 2.94715], [-1.48157, 2.16218, 2.99789]],
  "charge": 2,
  "orbital_gap_ha": 0.22069,
  "spin_multiplicity": 1
}



[2]
{
  "formula": "C19H43BN3O8S",
  "method": "ωB97M-V/def2-TZVPD",
  "species": ["C", "C", "O", "N", "C", "C", "S", "C", "O", "B", "C", "C", "O", "O", "H", "H", "H", "H", "H", "H", "H", "H", "H", "H", "H", "H", "H", "C", "O", "C", "C", "N", "C", "C", "O", "C", "H", "H", "H", "H", "H", "H", "H", "H", "H", "H", "H", "H", "H", "H", "H", "C", "O", "C", "C", "N", "C", "C", "O", "C", "H", "H", "H", "H", "H", "H", "H", "H", "H", "H", "H", "H", "H", "H", "H"],
  "positions_angstrom": [[1.01839, -4.23585, -0.74241], [-0.22780, -4.67967, -1.45822], [-0.65539, -4.09720, -2.43072], [-0.81263, -5.85319, -0.88398], [-0.38427, -7.05687, -1.57584], [-2.23483, -5.76254, -0.58843], [-2.21227, -6.36356, 1.24507], [-3.25910, -6.64021, -1.39809], [-4.11993, -5.69583, -2.00736], [-4.17184, -4.64786, -0.98364], [-4.94600, -3.26222, -1.40094], [-5.50924, -2.63414, -0.18887], [-6.62121, -2.84555, 0.25706], [-2.71345, -4.50715, -0.62836], [1.63192, -3.62162, -1.38598], [0.68295, -3.70774, 0.14634], [1.54499, -5.11918, -0.39332], [-0.67857, -7.07994, -2.62387], [-0.80608, -7.90917, -1.05383], [0.69733, -7.13662, -1.49336], [-3.51004, -6.60586, 1.45393], [-3.85729, -7.22902, -0.70852], [-2.86076, -7.22318, -2.22133], [-4.75931, -5.09871, 0.02332], [-4.30803, -2.55765, -1.93496], [-5.79496, -3.55099, -2.01717], [-4.83382, -1.93329, 0.34524], [-1.74102, 1.21668, -1.32287], [-1.11987, 1.81810, -2.44665], [-0.36407, 2.98111, -2.14847], [1.10607, 2.73392, -2.41080], [1.65249, 1.80086, -1.43533], [3.00692, 1.34388, -1.72486], [3.20970, 0.48292, -2.96733], [2.57474, -0.77331, -2.88566], [1.22847, -0.80319, -3.34316], [-2.35138, 0.39425, -1.68884], [-1.00556, 0.81665, -0.61693], [-2.38527, 1.93033, -0.80071], [-0.52524, 3.30531, -1.11562], [-0.71162, 3.78104, -2.81024], [1.64917, 3.68230, -2.33719], [1.20276, 2.36771, -3.44234], [1.04636, 0.99248, -1.37994], [3.34040, 0.75874, -0.86389], [3.66533, 2.21798, -1.78794], [4.28164, 0.27927, -3.05249], [2.91571, 1.00345, -3.88725], [1.06659, -0.09739, -4.16206], [0.52625, -0.59724, -2.53246], [1.01858, -1.81036, -3.70061], [0.94505, 3.84271, 6.05723], [1.81661, 4.79917, 5.48564], [3.05052, 4.25877, 5.02833], [3.15777, 4.36481, 3.52380], [2.21637, 3.46789, 2.87025], [2.11627, 3.63818, 1.42183], [1.55620, 4.95503, 0.90139], [0.18790, 5.16046, 1.20291], [-0.07758, 5.79082, 2.44040], [0.08174, 4.38045, 6.44493], [0.60020, 3.11173, 5.31859], [1.42745, 3.31215, 6.88375], [3.16419, 3.22008, 5.34994], [3.85508, 4.84411, 5.48414], [4.17330, 4.09413, 3.21976], [2.99238, 5.41806, 3.25333], [1.30057, 3.60628, 3.27695], [1.48191, 2.83939, 1.03853], [3.10691, 3.48318, 0.98311], [1.61690, 4.92000, -0.19002], [2.15083, 5.82084, 1.21991], [0.71416, 6.49340, 2.71438], [-0.20855, 5.06489, 3.24794], [-1.01212, 6.34273, 2.33482]],
  "charge": -1,
  "orbital_gap_ha": 0.26142,
  "spin_multiplicity": 1
}



[3]
{
  "formula": "C19H43BiO2P3",
  "method": "ωB97M-V/def2-TZVPD",
  "species": ["Bi", "P", "P", "P", "H", "C", "C", "H", "C", "C", "C", "C", "C", "C", "C", "C", "C", "H", "H", "H", "H", "H", "H", "H", "H", "H", "H", "H", "H", "H", "H", "H", "H", "H", "H", "H", "H", "H", "H", "H", "H", "H", "H", "H", "H", "H", "C", "C", "C", "C", "C", "C", "O", "H", "H", "H", "H", "H", "H", "C", "C", "O", "H", "H", "H", "H", "H", "H"],
  "positions_angstrom": [[-0.54724, 0.65948, 0.19184], [-1.97282, -1.70329, 0.83941], [1.48277, -1.20763, 2.51177], [1.25744, -1.71314, -0.80953], [-0.97907, 4.88666, -2.88806], [-1.28685, 4.14096, -3.63450], [-2.35127, 3.34294, -3.52105], [-3.05737, 3.30252, -2.68360], [-3.54147, -1.19062, 1.61355], [-1.51382, -3.14806, 1.87862], [-2.44443, -2.45953, -0.75492], [3.06827, -0.29726, 2.74295], [0.70254, -0.71528, 4.10590], [2.04225, -2.90124, 3.02245], [0.96773, -1.83150, -2.62925], [1.63786, -3.53149, -0.59813], [2.97570, -1.05151, -0.92389], [-0.75237, 4.17866, -4.58556], [-2.66435, 2.77185, -4.42162], [-3.80147, -0.18029, 1.26977], [-3.42767, -1.17767, 2.70721], [-4.35394, -1.88127, 1.35015], [-1.29925, -2.83114, 2.90984], [-0.62823, -3.66556, 1.48468], [-2.34972, -3.86610, 1.91134], [-2.50376, -1.67580, -1.52231], [-3.42580, -2.94882, -0.66767], [-1.69296, -3.20156, -1.06257], [3.64540, -0.76536, 3.55030], [2.85356, 0.74584, 3.00673], [3.65557, -0.31565, 1.81812], [1.39348, -0.90400, 4.94120], [-0.22008, -1.28751, 4.26872], [0.44784, 0.35286, 4.07292], [3.09748, -2.88187, 3.32376], [1.93305, -3.59529, 2.18071], [1.43953, -3.27537, 3.86135], [1.49597, -2.72767, -2.99147], [1.35612, -0.93831, -3.14426], [-0.10581, -1.94256, -2.83367], [2.00003, -3.91304, -1.56565], [0.72591, -4.09208, -0.33151], [2.42611, -3.71078, 0.14759], [3.43474, -1.54745, -1.79113], [3.57401, -1.25754, -0.02633], [2.95077, 0.03316, -1.10496], [-0.48736, 1.62987, -2.66850], [0.73835, 2.35120, -2.55332], [1.61632, 2.33614, -3.63396], [1.27425, 1.75558, -4.85598], [0.04053, 1.10147, -4.98560], [-0.74193, 0.89519, -3.87048], [-1.45212, 1.62747, -1.74857], [0.49176, 2.09515, -0.45222], [0.85975, 3.20704, -1.88754], [2.54201, 2.91465, -3.51076], [1.94290, 1.83479, -5.72035], [-0.38439, 0.75838, -5.93980], [-1.65644, 0.30186, -3.95187], [-1.47599, 3.76394, 4.01966], [-0.69499, 3.19711, 2.85500], [-1.13394, 1.85224, 2.49164], [-2.55344, 3.77072, 3.82917], [-1.16396, 4.80216, 4.17009], [-1.26374, 3.21242, 4.94107], [-0.80755, 3.80370, 1.95523], [0.38071, 3.15913, 3.05895], [-1.71506, 1.54812, 3.23895]],
  "charge": 3,
  "orbital_gap_ha": [0.20100, 0.18893],
  "spin_multiplicity": 1
}